Below is a molecular structure, C7H18AlI2NO4P2 at a distorted geometry, with properties calculated with the ωB97M-V functional and the def2-TZVPD basis.

Geometry (Å):
1 I 3.01 -0.95 -0.56
2 I -1.22 -2.69 0.55
3 Al -0.04 -0.56 0.07
4 P 0.62 -0.05 2.28
5 C 2.03 -0.99 2.92
6 C 0.99 1.67 2.58
7 H 0.76 1.87 3.64
8 H -0.65 0.15 4.27
9 H 0.39 2.30 1.89
10 H -1.74 -0.16 2.91
11 H 2.93 -0.69 2.38
12 H 2.05 1.85 2.39
13 C -0.79 -0.44 3.37
14 H 2.15 -0.78 3.99
15 H -0.84 -1.50 3.61
16 H 1.88 -2.06 2.76
17 P -0.40 -0.53 -2.27
18 C 0.67 -1.64 -3.23
19 C -2.11 -1.06 -2.56
20 H -0.54 1.86 -2.30
21 H -0.93 1.07 -3.91
22 H 0.77 1.24 -3.36
23 C -0.26 1.08 -3.03
24 H -2.79 -0.65 -1.82
25 H -2.39 -0.67 -3.54
26 H 0.32 -1.66 -4.27
27 H 0.64 -2.65 -2.81
28 H -2.21 -2.15 -2.54
29 H 1.70 -1.27 -3.18
30 C 1.13 1.12 -0.38
31 O 1.85 1.96 -0.62
32 O -2.78 2.47 0.33
33 N -1.78 1.77 0.19
34 O -1.80 0.46 0.34
35 O -0.62 2.26 -0.10

total energy	-58588.1946	eV
total charge	+2
E_HOMO (alpha / beta)	-16.71 / -16.81	eV
spin multiplicity	1
Kohn-Sham gap (alpha / beta)	4.93 / 6.28	eV
energy relative to the best compared isomer or geometry (same formula, charge and spin)	1.459	eV